Computed, not measured: a cluster of 2 separate species, C2 in total, with ωB97M-V with the def2-TZVPD basis set.

CARTESIAN COORDINATES (ANGSTROEM)
C (0.259, -0.178, 1.271)
C (-0.259, 0.178, -1.271)

Summary:
ΔE to the lowest compared entry with this formula, charge and spin   7.172 eV
Highest occupied orbital energy   -8.15 eV



Computed, not measured: a structure of composition F2KNO4S2, with ωB97M-V with the def2-TZVPD basis set.

CARTESIAN COORDINATES (ANGSTROEM)
K (-2.661, -0.058, -1.096)
N (-0.499, -0.037, 0.521)
S (0.326, 1.312, 0.237)
O (1.238, 1.222, -0.843)
O (0.707, 1.994, 1.411)
F (-0.880, 2.224, -0.371)
S (0.412, -1.302, 0.061)
O (1.609, -1.467, 0.765)
O (0.358, -1.533, -1.342)
F (-0.609, -2.354, 0.656)

Summary:
ΔE to the lowest compared entry with this formula, charge and spin   0.019 eV
Highest occupied orbital energy   -10.07 eV



Computed, not measured: a structure of composition C2H3FOY, with ωB97M-V with the def2-TZVPD basis set.

CARTESIAN COORDINATES (ANGSTROEM)
Y (0.567, -1.312, -1.072)
O (0.461, 0.469, 0.219)
C (-0.301, 1.127, -0.727)
C (-1.154, 0.271, -1.331)
H (-0.507, 2.176, -0.467)
H (-1.943, 0.695, -1.955)
F (-0.350, 0.277, 2.429)
H (-0.191, 0.685, 1.385)

Summary:
Net charge   +1
Highest occupied orbital energy   -13.59 eV



Computed, not measured: a structure of composition C16H20CaCl3I2NSi, with ωB97M-V with the def2-TZVPD basis set.

CARTESIAN COORDINATES (ANGSTROEM)
Ca (-0.710, -0.185, -0.669)
C (-0.545, -2.337, 2.876)
C (-1.452, -1.342, 3.235)
C (-2.627, -1.175, 2.508)
C (-2.907, -2.018, 1.433)
C (-1.996, -3.009, 1.069)
C (-0.809, -3.162, 1.786)
H (0.372, -2.466, 3.441)
H (-1.242, -0.697, 4.084)
H (-3.337, -0.406, 2.790)
H (-3.840, -1.914, 0.890)
H (-2.215, -3.659, 0.235)
H (-0.100, -3.932, 1.503)
C (0.461, 2.222, 1.761)
N (1.003, 1.100, 0.976)
C (1.613, 0.104, 1.871)
C (2.042, 1.594, 0.045)
C (2.416, 0.595, -1.040)
C (3.712, 0.631, -1.560)
C (4.070, -0.223, -2.600)
C (3.129, -1.113, -3.111)
C (1.841, -1.137, -2.571)
C (1.430, -0.292, -1.515)
H (1.249, 2.738, 2.327)
H (-0.281, 1.856, 2.472)
H (-0.017, 2.946, 1.104)
H (2.464, 0.543, 2.412)
H (1.975, -0.748, 1.291)
H (0.885, -0.244, 2.596)
H (2.929, 1.879, 0.619)
H (1.659, 2.509, -0.401)
H (4.451, 1.326, -1.152)
H (5.078, -0.195, -3.006)
H (3.400, -1.785, -3.924)
H (1.132, -1.845, -3.000)
I (-0.496, 3.389, -2.188)
C (-2.577, 3.603, -1.887)
I (-3.206, 2.988, 0.040)
H (-3.064, 2.960, -2.599)
H (-2.837, 4.640, -2.013)
Cl (-5.149, -1.343, -2.313)
Si (-3.251, -0.573, -1.879)
Cl (-1.942, -2.311, -2.250)
Cl (-2.712, 0.483, -3.683)

Summary:
Highest occupied orbital energy   -7.96 eV



Computed, not measured: a structure of composition C49H47CrF9N6PSi, with ωB97M-V with the def2-TZVPD basis set.

CARTESIAN COORDINATES (ANGSTROEM)
Cr (1.175, 0.828, 1.405)
C (1.599, -2.135, 0.312)
C (1.383, -2.817, 1.654)
C (0.535, -2.102, 2.680)
C (-0.128, -2.940, 3.579)
C (-0.979, -2.429, 4.539)
C (-1.160, -1.054, 4.557)
C (-0.444, -0.282, 3.666)
N (0.411, -0.764, 2.748)
N (2.245, -0.817, 0.355)
C (2.498, -0.396, -1.034)
C (2.223, 1.058, -1.299)
C (2.772, 1.651, -2.427)
C (2.472, 2.970, -2.721)
C (1.578, 3.633, -1.892)
C (1.086, 2.977, -0.779)
N (1.419, 1.725, -0.460)
C (3.510, -0.904, 1.110)
C (4.098, 0.462, 1.274)
C (5.455, 0.748, 1.237)
C (5.874, 2.059, 1.412)
C (4.910, 3.044, 1.575)
C (3.579, 2.672, 1.577)
N (3.178, 1.406, 1.468)
H (0.623, -1.995, -0.164)
H (2.187, -2.825, -0.313)
H (2.334, -3.117, 2.107)
H (0.872, -3.758, 1.427)
H (0.043, -4.002, 3.518)
H (-1.482, -3.078, 5.239)
H (-1.847, -0.583, 5.241)
H (-0.557, 0.789, 3.681)
H (1.841, -0.967, -1.705)
H (3.528, -0.631, -1.332)
H (3.438, 1.082, -3.055)
H (2.918, 3.460, -3.570)
H (1.276, 4.647, -2.096)
H (0.404, 3.472, -0.100)
H (4.218, -1.597, 0.641)
H (3.273, -1.269, 2.114)
H (6.169, -0.043, 1.079)
H (6.923, 2.311, 1.396)
H (5.173, 4.081, 1.711)
H (2.794, 3.406, 1.661)
C (-3.082, 0.878, 0.797)
C (-2.220, 2.036, 1.162)
C (-2.770, 3.311, 1.263)
C (-2.032, 4.345, 1.821)
C (-0.776, 4.073, 2.321)
C (-0.277, 2.772, 2.187)
N (-0.963, 1.799, 1.539)
N (0.891, 2.312, 2.663)
Si (1.499, 2.816, 4.236)
C (2.445, 4.475, 4.162)
C (0.032, 2.978, 5.447)
C (2.690, 1.411, 4.747)
H (-3.959, 0.886, 1.441)
H (-2.536, -0.049, 0.946)
H (-3.441, 0.933, -0.229)
H (-3.786, 3.471, 0.946)
H (-2.448, 5.337, 1.911)
H (-0.172, 4.823, 2.801)
H (2.204, 5.096, 3.304)
H (3.519, 4.318, 4.161)
H (2.213, 5.053, 5.051)
H (-0.662, 3.755, 5.142)
H (0.408, 3.252, 6.428)
H (-0.539, 2.063, 5.568)
H (3.709, 1.611, 4.427)
H (2.401, 0.435, 4.356)
H (2.711, 1.339, 5.830)
F (-6.230, -4.517, -4.814)
C (-6.614, -3.268, -4.491)
F (-7.730, -3.382, -3.771)
F (-6.932, -2.649, -5.634)
C (-5.501, -2.557, -3.766)
C (-5.528, -2.382, -2.390)
C (-4.431, -1.823, -1.758)
C (-3.307, -1.460, -2.496)
C (-3.308, -1.599, -3.881)
C (-4.408, -2.143, -4.516)
P (-1.793, -1.009, -1.544)
C (-0.923, -0.031, -2.838)
C (-1.278, 1.314, -2.719)
C (-0.854, 2.253, -3.633)
C (-0.025, 1.857, -4.674)
C (0.386, 0.534, -4.777)
C (-0.058, -0.405, -3.860)
C (0.456, 2.867, -5.682)
F (1.803, 2.997, -5.622)
F (0.154, 2.530, -6.933)
F (-0.041, 4.087, -5.452)
C (-1.246, -2.774, -1.435)
C (-0.645, -3.590, -2.384)
C (-0.434, -4.934, -2.122)
C (-0.832, -5.471, -0.908)
C (-1.420, -4.667, 0.062)
C (-1.617, -3.329, -0.205)
C (-0.658, -6.932, -0.586)
F (0.030, -7.598, -1.511)
F (0.004, -7.076, 0.583)
F (-1.839, -7.538, -0.428)
H (-6.391, -2.694, -1.822)
H (-4.448, -1.686, -0.684)
H (-2.458, -1.296, -4.475)
H (-4.425, -2.269, -5.589)
H (-1.924, 1.621, -1.906)
H (-1.176, 3.279, -3.554)
H (1.032, 0.237, -5.588)
H (0.253, -1.430, -3.976)
H (-0.351, -3.205, -3.346)
H (0.031, -5.564, -2.865)
H (-1.721, -5.102, 1.005)
H (-2.080, -2.699, 0.544)

Summary:
Net charge   +2
Spin multiplicity   4
⟨S²⟩   3.79
Highest occupied orbital energy (spin up / spin down)   -13.02 / -13.17 eV



Computed, not measured: an isolated molecule of C3H3BrClI, with ωB97M-V with the def2-TZVPD basis set.

CARTESIAN COORDINATES (ANGSTROEM)
C (-0.921, 0.023, 0.300)
C (1.618, 2.722, 0.251)
C (-0.844, -1.219, -0.444)
Cl (-0.200, -0.067, 1.930)
Br (2.694, 1.321, 0.769)
I (0.050, 1.713, -0.870)
H (0.261, -1.345, -0.875)
H (-1.504, -1.186, -1.296)
H (-1.155, -1.962, 0.234)

Summary:
ΔE to the lowest compared entry with this formula, charge and spin   5.910 eV
Highest occupied orbital energy (spin up / spin down)   -7.68 / -8.59 eV



Computed, not measured: a structure of composition C29H43F4HfN6O3SSi, with ωB97M-V with the def2-TZVPD basis set.

CARTESIAN COORDINATES (ANGSTROEM)
Hf (0.153, 0.238, 0.997)
C (4.267, -1.969, 2.406)
C (3.032, -1.080, 2.354)
N (2.714, -0.455, 1.039)
C (3.795, 0.475, 0.612)
C (4.028, 1.697, 1.477)
C (2.618, -1.475, -0.018)
C (1.593, -2.540, 0.301)
N (0.362, -1.916, 0.774)
C (-0.661, -2.768, 1.135)
C (-1.674, -2.281, 1.970)
F (-1.559, -0.991, 2.395)
C (-2.737, -3.026, 2.423)
F (-3.633, -2.446, 3.226)
C (-2.873, -4.354, 2.061)
C (-1.895, -4.871, 1.239)
F (-1.977, -6.142, 0.832)
C (-0.822, -4.120, 0.782)
F (0.028, -4.737, -0.068)
H (4.396, -2.316, 3.431)
H (5.180, -1.441, 2.131)
H (4.184, -2.854, 1.775)
H (3.153, -0.271, 3.071)
H (2.150, -1.633, 2.676)
H (3.537, 0.795, -0.397)
H (4.723, -0.105, 0.531)
H (3.186, 2.386, 1.443)
H (4.903, 2.223, 1.093)
H (4.231, 1.456, 2.519)
H (3.590, -1.945, -0.207)
H (2.324, -0.958, -0.936)
H (1.975, -3.244, 1.049)
H (1.446, -3.115, -0.614)
H (-3.699, -4.956, 2.407)
C (-2.065, 2.031, 2.955)
C (-1.221, 3.040, 2.242)
C (-1.260, 4.391, 2.664)
C (-0.432, 5.295, 2.079)
C (0.422, 4.886, 1.027)
C (1.289, 5.794, 0.377)
C (2.082, 5.358, -0.644)
C (2.025, 4.015, -1.061)
C (1.191, 3.105, -0.459)
S (1.087, 1.458, -1.083)
C (0.381, 3.538, 0.630)
N (-0.429, 2.630, 1.272)
H (-2.930, 2.507, 3.413)
H (-1.483, 1.550, 3.746)
H (-2.417, 1.254, 2.279)
H (-1.930, 4.668, 3.465)
H (-0.419, 6.328, 2.401)
H (1.309, 6.825, 0.703)
H (2.753, 6.040, -1.147)
H (2.649, 3.690, -1.883)
C (-4.388, 0.029, 0.634)
Si (-3.058, 0.488, -0.597)
C (-3.154, 2.297, -1.045)
C (-3.365, -0.559, -2.133)
O (-1.552, 0.132, -0.041)
H (-5.365, 0.135, 0.157)
H (-4.398, 0.656, 1.525)
H (-4.294, -1.009, 0.960)
H (-4.108, 2.529, -1.523)
H (-2.349, 2.571, -1.731)
H (-3.063, 2.933, -0.163)
H (-4.425, -0.566, -2.389)
H (-3.069, -1.593, -1.939)
H (-2.820, -0.178, -3.000)
N (-0.532, -2.363, -5.147)
C (-1.212, -2.899, -3.911)
C (-0.278, -2.671, -2.725)
N (0.145, -1.299, -2.583)
C (0.685, -0.723, -3.786)
C (-0.221, -0.892, -5.001)
H (-1.098, -2.536, -5.976)
H (0.350, -2.866, -5.278)
H (-1.438, -3.950, -4.086)
H (-2.136, -2.331, -3.811)
H (0.605, -3.312, -2.849)
H (-0.776, -3.001, -1.814)
H (-0.542, -0.722, -2.107)
H (1.656, -1.191, -4.001)
H (0.874, 0.339, -3.627)
H (0.236, -0.558, -5.931)
H (-1.181, -0.395, -4.862)
O (1.680, 1.996, 3.920)
N (1.393, 1.439, 2.917)
O (0.559, 0.405, 3.059)

Summary:
Net charge   +1
ΔE to the lowest compared entry with this formula, charge and spin   0.000 eV
Highest occupied orbital energy   -9.92 eV



Computed, not measured: a cluster of 2 separate species, C33H23Cl5P in total, with ωB97M-V with the def2-TZVPD basis set.

CARTESIAN COORDINATES (ANGSTROEM)
Cl (-5.664, 2.606, -2.995)
C (-4.128, 1.858, -2.929)
C (-4.041, 0.456, -2.921)
C (-2.810, -0.154, -2.735)
C (-1.638, 0.624, -2.528)
C (-0.365, 0.009, -2.198)
C (0.836, 0.621, -2.581)
C (2.063, -0.029, -2.599)
C (3.331, 0.621, -2.759)
C (4.521, -0.151, -2.860)
C (5.763, 0.466, -2.935)
C (5.840, 1.867, -2.934)
Cl (7.374, 2.626, -2.998)
C (4.677, 2.656, -2.890)
C (3.437, 2.035, -2.812)
C (-1.738, 2.034, -2.652)
C (-2.973, 2.651, -2.821)
H (-4.935, -0.144, -3.055)
H (-2.707, -1.239, -2.767)
H (-0.348, -1.026, -1.817)
H (0.808, 1.664, -2.916)
H (2.063, -1.120, -2.502)
H (4.436, -1.236, -2.852)
H (6.669, -0.128, -2.964)
H (4.765, 3.737, -2.883)
H (2.535, 2.655, -2.744)
H (-0.849, 2.665, -2.584)
H (-3.058, 3.730, -2.863)
Cl (-5.800, -3.590, 2.594)
C (-4.339, -2.840, 2.100)
C (-4.362, -1.922, 1.036)
C (-3.172, -1.317, 0.635)
C (-1.961, -1.632, 1.279)
P (-0.467, -0.723, 0.686)
C (-0.642, 0.790, 1.717)
C (0.305, 1.807, 1.485)
C (0.312, 2.949, 2.286)
C (-0.655, 3.086, 3.298)
Cl (-0.666, 4.501, 4.268)
C (-1.653, 2.118, 3.485)
C (-1.650, 0.973, 2.682)
C (0.805, -1.594, 1.702)
C (1.351, -2.758, 1.130)
C (2.254, -3.540, 1.853)
C (2.628, -3.131, 3.146)
Cl (3.755, -4.074, 4.032)
C (2.153, -1.932, 3.697)
C (1.246, -1.158, 2.964)
C (-1.941, -2.609, 2.292)
C (-3.133, -3.203, 2.719)
H (-5.291, -1.699, 0.516)
H (-3.167, -0.608, -0.192)
H (1.028, 1.685, 0.677)
H (1.047, 3.731, 2.119)
H (-2.431, 2.264, 4.232)
H (-2.435, 0.231, 2.817)
H (1.064, -3.038, 0.115)
H (2.676, -4.441, 1.414)
H (2.502, -1.595, 4.672)
H (0.898, -0.214, 3.383)
H (-1.002, -2.918, 2.750)
H (-3.123, -3.958, 3.503)

Summary:
Net charge   +1
Highest occupied orbital energy   -10.78 eV